{"formula": "C50H96F24N3O22", "method": "ωB97M-V with the def2-TZVPD basis set", "symbols": ["F", "F", "F", "F", "F", "F", "F", "F", "F", "F", "F", "F", "F", "F", "F", "F", "F", "F", "F", "F", "F", "F", "F", "F", "O", "O", "O", "O", "O", "O", "O", "O", "O", "O", "O", "O", "O", "O", "O", "O", "O", "O", "O", "O", "O", "O", "N", "N", "N", "C", "C", "C", "C", "C", "C", "C", "C", "C", "C", "C", "C", "C", "C", "C", "C", "C", "C", "C", "C", "C", "C", "C", "C", "C", "C", "C", "C", "C", "C", "C", "C", "C", "C", "C", "C", "C", "C", "C", "C", "C", "C", "C", "C", "C", "C", "C", "C", "C", "C", "H", "H", "H", "H", "H", "H", "H", "H", "H", "H", "H", "H", "H", "H", "H", "H", "H", "H", "H", "H", "H", "H", "H", "H", "H", "H", "H", "H", "H", "H", "H", "H", "H", "H", "H", "H", "H", "H", "H", "H", "H", "H", "H", "H", "H", "H", "H", "H", "H", "H", "H", "H", "H", "H", "H", "H", "H", "H", "H", "H", "H", "H", "H", "H", "H", "H", "H", "H", "H", "H", "H", "H", "H", "H", "H", "H", "H", "H", "H", "H", "H", "H", "H", "H", "H", "H", "H", "H", "H", "H", "H", "H", "H", "H", "H", "H"], "positions_angstrom": [[-1.153036, 0.099800, -4.787868], [1.560717, 3.409437, 7.645444], [-0.311351, 2.940080, 6.703443], [8.057660, 0.862350, -3.561275], [6.604568, -5.145707, -7.532577], [4.963720, -6.295309, -6.702950], [9.053751, 1.943227, -5.152844], [-2.501141, 1.798125, -4.957070], [2.489786, 0.894432, 2.642145], [3.108355, 3.767001, -0.884848], [-7.507736, -1.602396, 3.954995], [4.951867, -4.081110, -6.710196], [7.586510, 2.955089, -3.923364], [1.549495, 2.904209, 5.538315], [-6.521634, 2.656118, 4.063364], [-8.161403, 0.193110, 2.898170], [-7.086020, 4.660874, 4.542271], [2.236770, 0.360666, 4.721975], [-6.379513, 0.142389, 4.207187], [-1.177257, 1.587960, -3.262434], [1.603766, 3.338022, 0.606467], [-6.889086, 3.168624, 6.142106], [3.277675, 1.983797, 0.282852], [1.827961, -1.110748, 3.186278], [-4.150122, 4.531924, 4.139499], [-4.040820, -0.576878, -4.227561], [-2.349155, -1.266702, 6.458980], [3.465876, 5.350036, 1.720645], [5.522724, 1.058710, -4.963628], [-4.733138, 4.959491, 6.259456], [-1.683651, -2.612584, 1.559078], [-2.724452, -0.780589, -2.456577], [7.435757, -6.017514, -4.915475], [-1.206497, 0.858471, 2.641528], [0.156133, 5.986313, 6.901717], [-3.459985, -4.446571, -5.386357], [-5.553061, 0.253367, 1.438555], [5.184863, -0.030652, 4.104543], [-0.035889, 5.183925, 4.816437], [5.529820, -5.234802, -4.029219], [-5.373078, -1.913155, 2.053735], [5.146361, 4.101348, 0.829231], [6.607002, 2.283080, -6.560873], [1.362176, -2.906867, -5.118046], [1.152393, -1.266879, -0.884958], [4.380121, -1.261667, 2.330866], [-1.382570, -3.239295, -3.766252], [-3.137904, -1.998654, 3.892713], [-1.236185, -0.177099, -0.016616], [-1.046666, 1.624226, 3.822765], [-2.502121, 0.271641, 0.660503], [5.202610, -3.126213, 1.116934], [0.691298, 5.091757, 6.046923], [-1.498344, -3.086376, -5.265318], [-1.987144, 0.902649, -4.083895], [6.281584, 4.160928, 1.636870], [3.821525, 4.049076, 1.433476], [-2.306757, -1.573672, 7.830834], [4.118141, -0.686964, 3.647072], [-6.320906, 1.322083, 0.904805], [4.934557, -2.563926, 2.496086], [-4.883901, 4.037414, 5.299209], [-5.544030, -0.309633, -6.140588], [0.821241, 5.089421, 3.650213], [-5.091723, 0.184470, -4.771844], [2.674859, -0.098928, 3.538800], [-1.541279, -3.437311, 0.437945], [-1.641978, -2.050467, 3.718295], [4.190262, -4.134323, -2.426298], [-3.131372, 0.134431, -3.356662], [6.473048, -5.134271, -5.144034], [-6.334833, 3.625097, 5.005673], [5.387136, -0.260261, -4.462815], [-0.097627, 0.812150, -0.295346], [-3.639046, -0.876435, 6.059521], [0.046651, -3.183229, -3.152475], [-3.104670, -5.645888, -6.035962], [4.503839, -4.274270, -3.925965], [-2.867410, -3.261505, -5.848293], [4.265244, -0.185483, -3.426236], [2.281837, -1.530209, -0.060650], [0.877923, 3.577972, 6.491444], [-6.250112, -0.888801, 1.994287], [-1.205612, -3.129028, 2.763517], [-0.087650, 5.154815, 2.370648], [-5.515499, 2.360337, 0.115920], [-3.671364, -0.732483, 4.558654], [-7.068871, -0.519376, 3.262295], [1.000243, -2.323777, -3.893798], [5.706147, -5.190982, -6.512581], [7.861020, 1.810375, -4.555003], [-4.786396, 4.990160, 3.003970], [0.899354, 0.103483, -1.224762], [-2.290384, 1.258319, 1.827990], [2.090014, -2.074833, -6.032634], [-3.706263, 5.343223, 1.921544], [7.488175, 4.331372, 0.779458], [6.807906, 1.404085, -5.562455], [2.935469, 3.297207, 0.372462], [-7.007752, -1.127014, 1.225089], [-6.985722, 1.851049, 1.589525], [6.855792, -4.107256, -4.995851], [1.611916, 5.833498, 3.566993], [-4.650995, -0.588030, 4.100516], [6.135211, 4.989995, 2.342649], [4.113333, -5.129767, -1.986533], [-5.627622, -1.395940, -6.216752], [6.063631, -3.798589, 1.093581], [2.549196, -0.747721, 0.648973], [7.638460, 3.571322, 0.009246], [7.382734, 5.232963, 0.160887], [-3.326415, 1.373953, 2.169074], [-5.463315, 4.368373, 2.400502], [-1.100282, -2.112662, 4.661566], [-0.485955, -3.722377, 0.323202], [-3.423548, -2.845048, 4.381246], [1.307878, 4.112693, 3.617477], [-1.749592, 1.381910, 4.624317], [-0.931935, -0.989692, 0.499370], [-1.737707, -2.868912, -0.473187], [-2.166784, -4.333707, 0.470129], [3.802017, 3.451965, 2.351180], [0.322361, -4.232081, -3.260463], [0.558803, 5.281786, 1.506015], [-3.244260, -1.877167, 8.302938], [3.339439, 0.239651, -3.824764], [-1.490999, -0.627864, -0.908685], [5.833934, -2.599934, 3.111930], [-3.761448, 0.875042, -2.841902], [0.599652, -1.305602, -3.986687], [-1.565835, -2.361600, 7.985128], [0.457974, 0.035930, -2.221134], [-1.656737, -4.096731, 3.025261], [6.326979, -0.707303, -4.125946], [4.037324, -1.212611, -3.103904], [-7.013933, 0.905096, 0.160181], [-1.061429, -2.127801, -5.542557], [4.332978, -3.761604, 0.905506], [2.258176, -2.774527, -6.850350], [1.520548, -1.173354, -6.257044], [1.773915, 0.755701, -1.263651], [-3.206420, -0.557423, 0.713559], [-5.945196, 0.234687, -4.086344], [-0.900040, 4.433124, 2.295134], [1.960006, -2.190271, -3.383096], [-0.775473, -3.777840, -5.702507], [-4.362111, 3.095699, 5.549431], [1.732783, 5.419712, 5.863078], [4.199021, -3.290380, 2.861056], [-2.978977, 0.938313, -0.064112], [6.352816, 3.260675, 2.262521], [3.092010, -1.888441, -5.639071], [-3.325391, -5.603820, -7.105613], [-2.997289, 6.137656, 2.152820], [4.340871, 0.338043, -2.471141], [-0.654741, 6.087198, 2.481683], [-5.355910, 1.976213, -0.893945], [-0.124962, -3.293862, 2.735370], [-0.902524, 2.708390, 3.766001], [-3.464022, -2.446042, -5.426613], [4.730399, -3.232177, -4.193185], [-1.251495, -1.076198, 3.411269], [-6.466697, 0.181327, -6.459188], [7.146949, 0.486065, -6.081302], [-4.879068, -0.046557, -6.969894], [3.869925, -1.573162, 4.268677], [-0.128427, -2.849828, -2.133146], [-4.903379, 1.249695, -4.945582], [3.195430, -1.819700, -0.582419], [-2.860516, -3.130193, -6.934161], [5.132304, -0.972700, -5.263861], [-0.586317, 1.703854, -0.675233], [-1.926845, -0.731535, 8.418321], [-3.954211, 0.062616, 6.524975], [-3.693682, -6.437879, -5.573974], [-2.061351, -5.938719, -5.881107], [8.461676, 4.537301, 1.235097], [3.650058, -4.506561, -4.575763], [-1.847744, -2.442606, -3.321460], [5.232387, -2.523517, 0.210074], [-4.514741, 2.517690, 0.522746], [-0.058099, 1.342302, 4.196547], [0.325900, 0.925362, 0.701415], [-3.006047, 4.503460, 1.885466], [-4.201945, 5.448121, 0.954891], [-6.014732, 3.326652, 0.107410], [5.145758, -3.747137, -2.066221], [-3.049077, 0.040795, 4.108101], [3.386782, -3.430774, -2.218719], [-4.446386, -1.580458, 6.305088], [2.011098, -2.412329, 0.526351], [-3.626866, -2.048435, 2.980887], [-5.357078, 5.904499, 3.209568], [-1.985256, 2.237055, 1.442176], [-1.822371, -4.108835, -3.486701]], "forces_ev_per_a": [[-0.32, -0.24, -0.18], [0.25, 0.17, -0.04], [0.22, -0.24, -0.26], [-0.03, 0.42, -0.42], [-0.12, -0.29, -0.06], [-0.36, 0.25, -0.06], [0.45, 0.11, -0.10], [0.04, 0.00, -0.14], [-0.08, -0.45, 0.18], [-0.27, 0.19, 0.10], [-0.41, -0.32, -0.67], [-0.69, -0.31, -0.07], [0.15, 0.06, 0.03], [-0.05, -0.47, 0.22], [0.23, -0.07, 0.19], [0.16, -0.05, 0.49], [-0.34, -0.08, 0.48], [-0.01, -0.21, -0.08], [-0.40, 0.64, -0.39], [-0.63, -0.14, 0.21], [0.25, -0.17, 0.17], [-0.44, -0.15, -0.14], [-0.27, -0.28, 0.12], [-0.61, -0.17, -0.15], [-0.34, -1.48, -1.35], [0.37, 0.80, -1.51], [-0.87, -0.56, 0.34], [-0.42, -2.47, -0.72], [0.67, -0.22, 0.79], [-1.69, -1.58, -0.80], [-0.47, -0.15, -1.26], [1.54, 0.08, -0.76], [-1.18, 0.32, -1.47], [-1.39, -0.27, 0.20], [0.46, -1.97, 0.22], [-0.47, -0.60, -0.01], [0.05, 1.25, 0.77], [-2.34, -0.31, -0.42], [1.00, -0.97, -1.41], [-1.26, 0.30, -0.27], [-0.38, 0.90, 1.44], [-0.03, -1.43, -1.41], [0.64, 0.11, 1.47], [-0.95, -0.38, -0.52], [-0.16, 0.86, -0.06], [-0.19, -1.29, 0.01], [0.47, 1.03, -0.76], [0.87, 0.00, 0.05], [-0.33, -0.60, -0.45], [1.83, 0.09, 1.37], [0.35, 1.90, -1.26], [-0.48, -1.45, -0.94], [-0.11, 3.03, 1.68], [1.94, -0.33, -0.54], [-0.04, -0.17, -0.22], [-1.08, -0.30, 1.40], [-0.24, 4.15, 0.99], [1.15, 0.17, 0.87], [2.42, 0.40, 1.21], [-0.90, 0.12, -0.85], [-0.27, 0.84, -1.42], [1.74, 2.45, 2.13], [0.24, -0.31, -0.66], [-1.71, -1.30, -0.87], [-0.79, 0.79, -0.64], [1.11, 1.05, -0.11], [0.94, -0.27, -0.49], [1.33, 0.39, 1.12], [1.06, -0.57, -0.87], [-0.51, -1.56, 2.45], [2.07, -0.79, 1.94], [0.20, 0.94, -0.48], [-0.16, 0.91, 0.18], [-0.59, -1.99, 1.36], [-0.66, 0.83, -0.81], [-1.02, -1.39, -0.80], [0.06, -0.12, 0.21], [-0.56, 0.40, 0.54], [-0.37, 1.01, 1.32], [-0.65, -1.27, 0.46], [0.27, -0.59, 0.98], [-1.34, 1.24, -0.24], [1.24, -1.68, -1.97], [-0.45, 0.40, 0.38], [0.36, 1.74, 1.41], [0.79, -0.82, 0.24], [0.60, -0.46, -1.23], [0.57, -0.30, 0.41], [1.37, 1.18, -0.32], [1.61, 0.26, 0.50], [-0.53, -0.25, 0.97], [0.95, 1.81, -1.57], [-0.50, 0.28, -0.44], [0.57, -0.35, -1.34], [0.28, -1.29, 0.77], [0.11, -0.85, 1.00], [0.85, 1.15, -1.68], [-1.55, 0.16, -3.94], [1.25, 0.59, -0.36], [-0.63, 0.13, 0.13], [0.43, -0.20, 0.67], [-0.24, 0.57, -0.85], [-0.12, 0.25, 0.27], [0.30, -0.20, 0.66], [0.33, 0.21, -0.02], [-0.58, 0.11, 0.18], [-0.37, -0.01, 0.29], [0.10, 0.07, 0.03], [-0.23, 0.22, -0.16], [-0.21, -0.43, 0.38], [-0.42, 0.08, 0.06], [0.31, -0.06, 1.21], [-0.20, -0.84, 0.79], [-0.68, -0.54, 0.39], [0.01, -0.29, 0.18], [-0.21, 0.17, 0.21], [0.26, 0.04, 0.12], [-0.29, 0.14, -0.28], [0.84, 0.08, 0.74], [-0.56, 0.12, 0.20], [-0.11, 0.06, 0.08], [0.30, -0.69, -0.02], [0.61, 0.06, 0.56], [-0.13, -0.45, -0.15], [-0.26, -0.10, -0.49], [0.12, -0.10, -0.54], [-0.67, 0.67, -0.46], [-0.04, 0.47, 0.23], [0.13, 0.71, -0.24], [-0.11, -0.05, -0.29], [-0.11, -0.15, -0.15], [0.04, 0.24, -0.05], [-0.23, -0.09, -0.21], [-0.02, 0.41, 0.68], [-0.16, -0.09, -0.11], [-0.19, -0.30, 0.04], [-0.34, 0.15, 0.25], [0.14, -0.23, -0.26], [-0.20, 0.55, -0.49], [0.20, 0.08, -0.25], [0.31, -0.37, -0.01], [0.33, -0.18, 0.76], [-0.06, -0.53, 0.17], [0.54, -0.62, -0.03], [-0.44, -0.04, 0.88], [-0.10, -0.27, 0.19], [0.02, -0.58, -0.17], [0.47, -0.53, -0.54], [-0.11, 0.37, 0.89], [-0.09, -0.24, -0.26], [0.10, -0.15, -0.06], [-0.12, 0.54, 0.13], [0.06, 0.01, -0.07], [-0.57, 0.49, 0.12], [1.11, 0.35, -0.26], [0.06, 0.20, -0.10], [-0.05, 0.26, -0.14], [0.10, 0.35, 0.16], [-0.75, 0.06, -0.75], [-0.25, -0.15, -0.18], [0.82, -0.18, -0.54], [-0.60, -0.03, -0.67], [-0.30, -0.24, 0.41], [0.53, -0.74, 0.82], [0.53, 0.12, 0.40], [-0.19, -0.38, 0.39], [0.43, -0.10, 0.06], [0.79, -0.04, 0.31], [-0.18, 0.34, -0.58], [0.17, -0.34, -0.05], [-0.51, 0.17, -0.23], [0.48, 0.16, -0.14], [-0.15, 0.24, -0.18], [0.19, 0.19, -0.08], [-0.17, 0.07, -0.09], [0.17, 0.25, -0.15], [-0.20, -0.48, 0.73], [-0.24, -0.34, 0.26], [-1.12, 0.77, 0.33], [0.42, 0.81, 0.57], [-0.13, 0.14, 0.27], [-0.11, -0.27, 0.11], [0.22, 0.72, -0.15], [-0.31, -0.33, -0.28], [0.18, 0.27, -0.11], [-0.11, -0.06, -0.11], [-0.25, 0.23, 0.49], [0.09, 0.10, 0.59], [-0.13, -0.22, 0.20], [0.36, -0.49, 0.35], [0.00, 0.05, 0.15], [-0.52, 0.20, -0.48], [-0.12, 0.09, 0.14], [-0.28, 0.07, -0.31], [-0.24, 0.07, 0.11]], "homo_lumo_gap_ev": 2.43, "e_above_lowest_kj_mol": 402.1, "lumo_ha": 0.212, "charge": -5, "total_energy_ev": -168121.846}